(1)
Density functional theory data (ωB97M-V/def2-TZVPD) for 2 unconnected molecules or ions with the total composition C4H12N2O2 in a non-equilibrium geometry.

Geometry as ORCA input:
```
! wB97M-V def2-TZVPD RIJCOSX def2/J DEFGRID3
* xyz 0 1
O -2.2170 2.3515 -2.6565
H -1.2245 0.2330 1.4636
C -0.2272 0.3473 -0.4336
C 0.5970 1.5976 -0.1975
C 0.9829 -1.3031 0.9579
C -1.4960 0.2814 0.4119
H -3.0252 2.4290 -2.1476
N 0.5454 -0.8986 -0.2728
H -1.4929 2.3756 -2.0241
H 1.8748 -2.8643 1.8628
O 1.0327 -0.5879 1.9433
H -2.1191 1.1766 0.3105
H -0.5391 0.3240 -1.4842
N 1.4779 -2.5960 0.9782
H 1.3612 1.7769 -0.9530
H 1.0754 1.4672 0.7651
H 1.9578 -2.9794 0.1829
H 0.2754 -1.5897 -0.9509
H -2.1158 -0.5682 0.1551
H 0.0326 2.5210 -0.0437
*
```

F_max ... 1.024 eV/Å
Gap between HOMO and LUMO ... 10.589 eV
Structure (SMILES) ... CC(C)NC(N)=O.O
Energy above the lowest of the compared OMol25 structures with the same formula, charge and spin ... 46.7 kJ/mol

Charge distribution, Mulliken scheme, values in e:
1. O -0.6470
2. H 0.3798
3. C 0.3543
4. C -1.5289
5. C 0.5365
6. C -1.4474
7. H 0.3217
8. N -0.2897
9. H 0.3180
10. H 0.2517
11. O -0.6055
12. H 0.3832
13. H 0.4197
14. N -0.4766
15. H 0.3098
16. H 0.4379
17. H 0.2168
18. H 0.2784
19. H 0.3679
20. H 0.4195

(2)
Density functional theory data (ωB97M-V/def2-TZVPD) for 2 unconnected molecules or ions with the total composition C4H9ClN2 in a non-equilibrium geometry.

Geometry as ORCA input:
```
! wB97M-V def2-TZVPD RIJCOSX def2/J DEFGRID3
* xyz 0 1
H -0.9739 -1.8545 1.5201
N 0.9852 1.4953 1.1310
H 0.0018 1.3587 1.4962
H 0.0323 1.7773 -1.6667
C -0.6023 -0.4940 -0.0828
H 0.6998 -1.2250 1.3354
N 0.6091 0.9712 -1.8027
C -1.7446 0.1153 -0.1466
C -0.2057 -1.6459 0.8009
H -2.7639 -0.1554 0.2494
H 1.5669 1.2691 -2.1621
Cl 1.9333 -0.9080 -0.8422
H 1.7224 0.8822 1.4514
H -1.8314 0.8451 -0.8400
H -0.0286 -2.5248 0.2908
C 0.5997 0.0934 -0.7322
*
```

F_max ... 3.715 eV/Å
Gap between HOMO and LUMO (spin up / spin down) ... 8.818 / 7.547 eV
Energy above the lowest of the compared OMol25 structures with the same formula, charge and spin ... 311.3 kJ/mol

Charge distribution, Mulliken scheme, values in e:
1. H 0.3726
2. N -0.6142
3. H 0.2438
4. H 0.2489
5. C 0.8399
6. H 0.3284
7. N -0.5620
8. C -1.1389
9. C -1.3203
10. H 0.2899
11. H 0.2507
12. Cl -0.1789
13. H 0.2252
14. H 0.3179
15. H 0.3504
16. C 0.3465

(3)
Density functional theory data (ωB97M-V/def2-TZVPD) for C2H6O3 in the gas phase in a non-equilibrium geometry.

Geometry as ORCA input:
```
! wB97M-V def2-TZVPD RIJCOSX def2/J DEFGRID3
* xyz 0 1
O 0.3575 0.1649 -0.5877
H -0.6645 1.0976 -0.6804
C 1.5510 0.2850 0.1682
C -1.0504 -0.2775 0.2376
H 1.9220 -0.7044 0.4468
H 2.3032 0.7813 -0.4469
O -1.5595 -1.4201 -0.2552
H -1.9011 -1.2374 -1.1440
O -1.6320 0.8641 -0.0929
H 1.3957 0.8683 1.0844
H -0.7219 -0.4218 1.2702
*
```

F_max ... 2.140 eV/Å
Gap between HOMO and LUMO ... 11.158 eV
Structure (SMILES) ... COC(O)O
Energy above the lowest of the compared OMol25 structures with the same formula, charge and spin ... 255.2 kJ/mol

Charge distribution, Mulliken scheme, values in e:
1. O -0.5151
2. H 0.4691
3. C -0.6139
4. C 0.1979
5. H 0.2765
6. H 0.2396
7. O -0.4384
8. H 0.3255
9. O -0.6112
10. H 0.3003
11. H 0.3696

(4)
Density functional theory data (ωB97M-V/def2-TZVPD) for C7H6F3NO2 in the gas phase in a non-equilibrium geometry.

Geometry as ORCA input:
```
! wB97M-V def2-TZVPD RIJCOSX def2/J DEFGRID3
* xyz 0 1
C 1.1111 0.2177 -0.5534
H 0.1300 2.4524 -0.2330
F 3.3423 -0.3707 -0.6820
C -1.5325 -0.4794 0.6418
C 0.7981 -0.9174 0.4273
C -2.1832 -0.5768 -0.7104
H 1.7236 -1.2159 0.9422
F 2.8659 1.3030 0.5679
H -1.4896 -0.6919 -1.5198
C 2.4795 0.6761 -0.5783
C -0.0622 1.3128 -0.1733
O -2.4795 -0.4941 1.6679
H -0.3067 -1.9301 1.7177
C -0.3100 -1.1489 1.0475
H -3.3328 -0.3209 1.3048
F 2.8390 1.5270 -1.5872
N -1.1579 1.0813 0.3034
H 0.9150 -0.0531 -1.6980
O -3.3498 -0.3711 -0.8853
*
```

F_max ... 5.542 eV/Å
Gap between HOMO and LUMO ... 10.459 eV
Structure (SMILES) ... O=C[C@@]1(O)C=C[C@H](C(F)(F)F)C=N1
Energy above the lowest of the compared OMol25 structures with the same formula, charge and spin ... 0.0 kJ/mol

Charge distribution, Mulliken scheme, values in e:
1. C 0.1986
2. H 0.3755
3. F -0.2533
4. C 0.8548
5. C -0.6362
6. C 0.0218
7. H 0.3331
8. F -0.2588
9. H 0.3622
10. C 0.6421
11. C -0.0975
12. O -0.5698
13. H 0.4983
14. C -0.7414
15. H 0.3544
16. F -0.2672
17. N -0.5690
18. H 0.2627
19. O -0.5105